Record 1
Here is a 3-piece molecular cluster, C4H14N2O2 overall from the OMol25 dataset. Energies are from ωB97M-V/def2-TZVPD.

The lowest unoccupied orbital energy is 0.5 eV. Its energy above the lowest of the compared OMol25 structures with the same formula, charge and spin is 28.8 kcal/mol. Its structure (SMILES) is C=C(N)CCN.O.O.

The geometry in ORCA input format:
```
! wB97M-V def2-TZVPD RIJCOSX def2/J DEFGRID3
* xyz 0 1
C -1.721 -1.877 -1.478
C -0.721 -1.035 -1.207
N -0.413 0.001 -2.133
C 0.207 -1.148 -0.029
C -0.449 -0.627 1.247
N -1.134 -1.712 1.962
H -2.313 -1.670 -2.366
H -1.882 -2.814 -0.969
H -0.111 0.885 -1.736
H -1.214 0.272 -2.702
H 0.407 -2.212 0.061
H 1.069 -0.526 -0.292
H 0.293 -0.223 1.947
H -1.031 0.284 1.029
H -1.318 -1.368 2.900
H -2.100 -1.781 1.667
O 1.351 3.177 1.299
H 1.151 3.884 0.683
H 0.698 2.459 1.299
O 2.789 1.931 -0.567
H 2.802 2.407 0.256
H 3.640 1.690 -0.871
*
```

Record 2
Here is a 2-piece molecular cluster, C4H14N2O2 overall from the OMol25 dataset. Energies are from ωB97M-V/def2-TZVPD.

The lowest unoccupied orbital energy is 0.5 eV. Its energy above the lowest of the compared OMol25 structures with the same formula, charge and spin is 26.0 kcal/mol. Its structure (SMILES) is NCCNCCO.O.

The geometry in ORCA input format:
```
! wB97M-V def2-TZVPD RIJCOSX def2/J DEFGRID3
* xyz 0 1
N 2.038 1.488 -0.904
C 1.918 0.043 -1.082
C 1.522 -0.790 0.127
N 0.159 -0.582 0.620
C -0.901 -0.990 -0.287
C -2.135 -1.461 0.521
O -2.261 -0.826 1.779
H 1.176 1.898 -0.605
H 2.835 1.750 -0.343
H 2.826 -0.362 -1.531
H 1.133 -0.070 -1.775
H 1.598 -1.849 -0.140
H 2.172 -0.686 1.002
H 0.025 0.412 0.773
H -1.162 -0.258 -1.051
H -0.557 -1.898 -0.796
H -3.012 -1.175 -0.054
H -2.105 -2.542 0.628
H -1.367 -0.571 2.037
O -1.033 2.580 0.152
H -0.963 2.976 1.030
H -1.906 2.915 -0.104
*
```

Record 3
Here is a 2-piece molecular cluster, C4H14N2O2 overall from the OMol25 dataset. Energies are from ωB97M-V/def2-TZVPD.

The lowest unoccupied orbital energy is 0.3 eV. Its energy above the lowest of the compared OMol25 structures with the same formula, charge and spin is 37.3 kcal/mol. Its structure (SMILES) is NCNCCCO.O.

The geometry in ORCA input format:
```
! wB97M-V def2-TZVPD RIJCOSX def2/J DEFGRID3
* xyz 0 1
N 1.245 -1.122 2.264
C 1.211 0.282 1.837
N 0.223 0.798 0.927
C -1.203 0.410 1.120
C -2.048 0.646 -0.168
C -1.407 0.405 -1.533
O -0.488 -0.687 -1.572
H 0.351 -1.335 2.695
H 1.326 -1.743 1.465
H 1.259 0.900 2.752
H 2.169 0.421 1.312
H 0.464 0.627 -0.026
H -1.178 -0.679 1.286
H -1.460 0.987 1.999
H -2.969 0.091 0.088
H -2.481 1.654 -0.064
H -2.294 0.220 -2.136
H -0.838 1.315 -1.767
H -1.006 -1.495 -1.768
O 2.205 -0.284 -2.382
H 1.729 -0.368 -1.546
H 1.574 -0.793 -2.908
*
```

Record 4
Here is a 2-piece molecular cluster, C4H14N2O2 overall from the OMol25 dataset. Energies are from ωB97M-V/def2-TZVPD.

The lowest unoccupied orbital energy is 1.0 eV. Its energy above the lowest of the compared OMol25 structures with the same formula, charge and spin is 34.2 kcal/mol. Its structure (SMILES) is CNCO.CNCO.

The geometry in ORCA input format:
```
! wB97M-V def2-TZVPD RIJCOSX def2/J DEFGRID3
* xyz 0 1
C -1.790 -1.696 0.976
N -1.163 -0.361 0.902
C -1.691 0.542 1.889
O -0.826 1.654 2.068
H -1.600 -2.028 1.997
H -1.281 -2.360 0.286
H -2.865 -1.687 0.770
H -1.349 0.015 -0.028
H -2.686 0.925 1.645
H -1.757 0.012 2.848
H 0.060 1.258 2.022
C 2.744 1.044 -0.882
N 1.490 0.318 -0.836
C 1.190 -0.333 -2.093
O 0.021 -1.117 -2.000
H 3.578 0.342 -0.926
H 2.901 1.597 0.045
H 2.854 1.778 -1.693
H 0.725 0.943 -0.602
H 1.010 0.408 -2.881
H 2.022 -0.977 -2.389
H 0.177 -1.726 -1.268
*
```

Record 5
Here is a 2-piece molecular cluster, C4H14N2O2Si overall from the OMol25 dataset. Energies are from ωB97M-V/def2-TZVPD.

The lowest unoccupied orbital energy is 0.6 eV. Its energy above the lowest of the compared OMol25 structures with the same formula, charge and spin is 65.4 kcal/mol. Its structure (SMILES) is CN(C)C(=O)C[SiH2]N.O.

The geometry in ORCA input format:
```
! wB97M-V def2-TZVPD RIJCOSX def2/J DEFGRID3
* xyz 0 1
C 3.075 -0.785 0.565
N 2.051 -0.926 -0.511
C 2.064 0.272 -1.445
C 0.733 -0.810 0.197
O 0.626 0.118 1.032
C -0.488 -1.796 -0.140
Si -2.130 -0.856 -0.449
N -2.336 0.634 0.495
H 3.199 0.273 0.964
H 2.771 -1.441 1.451
H 4.091 -1.157 0.214
H 2.718 1.100 -1.030
H 2.410 -0.120 -2.457
H 1.006 0.694 -1.502
H -0.259 -2.380 -1.102
H -0.582 -2.579 0.694
H -3.234 -1.779 -0.192
H -2.182 -0.504 -1.881
H -1.887 0.598 1.414
H -2.098 1.479 -0.029
O -3.450 3.542 1.046
H -3.114 3.663 1.942
H -2.985 2.759 0.725
*
```

Record 6
Here is a 3-piece molecular cluster, C4H14N2O4 overall from the OMol25 dataset. Energies are from ωB97M-V/def2-TZVPD.

The lowest unoccupied orbital energy is 0.3 eV. Its energy above the lowest of the compared OMol25 structures with the same formula, charge and spin is 43.8 kcal/mol. Its structure (SMILES) is NCNC(=O)CCO.O.O.

The geometry in ORCA input format:
```
! wB97M-V def2-TZVPD RIJCOSX def2/J DEFGRID3
* xyz 0 1
N -0.476 -0.574 -2.622
C -1.272 0.415 -1.868
N -0.667 0.557 -0.482
C -0.850 -0.415 0.510
O -1.461 -1.533 0.442
C -0.169 -0.153 1.798
C 1.262 0.428 1.550
O 1.229 1.846 1.492
H 0.583 -0.302 -2.685
H -0.696 -1.529 -2.453
H -1.226 1.374 -2.263
H -2.264 0.092 -1.844
H 0.112 1.158 -0.325
H -0.792 0.651 2.171
H -0.263 -0.998 2.501
H 1.694 0.105 0.558
H 1.893 -0.047 2.335
H 1.437 2.237 2.398
O -0.053 -3.863 0.411
H -0.315 -3.636 -0.494
H -0.664 -3.290 1.027
O 1.680 3.017 -0.933
H 1.900 3.902 -0.498
H 1.616 3.010 -1.940
*
```

Record 7
Here is a 3-piece molecular cluster, C4H14N2O4 overall from the OMol25 dataset. Energies are from ωB97M-V/def2-TZVPD.

The lowest unoccupied orbital energy is 0.3 eV. Its energy above the lowest of the compared OMol25 structures with the same formula, charge and spin is 53.7 kcal/mol. Its structure (SMILES) is O=CNCCNCO.O.O.

The geometry in ORCA input format:
```
! wB97M-V def2-TZVPD RIJCOSX def2/J DEFGRID3
* xyz 0 1
O 0.860 -1.142 -2.811
C 1.203 -1.314 -1.657
N 1.082 -0.431 -0.655
C 0.622 0.916 -1.073
C -0.129 1.533 0.140
N 0.597 1.769 1.402
C 0.256 0.899 2.497
O 0.830 -0.382 2.285
H 1.590 -2.245 -1.220
H 1.424 -0.630 0.283
H 1.597 1.519 -1.284
H -0.028 0.926 -1.961
H -0.762 0.641 0.270
H -0.711 2.425 -0.020
H 1.394 2.246 1.222
H 0.501 1.388 3.457
H -0.890 0.629 2.519
H 1.487 -0.645 2.762
O -1.731 -1.204 0.811
H -2.191 -1.945 0.988
H -0.784 -1.331 0.966
O -2.680 -0.265 -1.535
H -2.438 -0.236 -0.600
H -1.888 -0.369 -2.054
*
```

Record 8
Here is a 2-piece molecular cluster, C4H14N2OS overall from the OMol25 dataset. Energies are from ωB97M-V/def2-TZVPD.

The lowest unoccupied orbital energy is 0.5 eV. Its energy above the lowest of the compared OMol25 structures with the same formula, charge and spin is 20.8 kcal/mol. Its structure (SMILES) is NCCNCCS.O.

The geometry in ORCA input format:
```
! wB97M-V def2-TZVPD RIJCOSX def2/J DEFGRID3
* xyz 0 1
N -1.344 1.406 2.598
C -1.402 0.485 1.490
C -1.211 0.981 0.055
N 0.218 1.145 -0.287
C 0.718 0.332 -1.373
C 0.615 -1.178 -1.171
S -0.471 -2.015 -2.408
H -0.398 1.694 2.723
H -1.910 2.238 2.496
H -0.646 -0.288 1.656
H -2.316 -0.126 1.498
H -1.639 0.262 -0.618
H -1.688 1.956 -0.081
H 0.789 1.200 0.524
H 0.210 0.662 -2.278
H 1.758 0.603 -1.569
H 0.191 -1.445 -0.216
H 1.572 -1.692 -1.197
H 0.310 -3.086 -2.574
O 2.823 0.902 2.812
H 2.945 1.541 2.103
H 3.647 0.478 3.047
*
```